Here is C38H33FGaNO11SeSi as an isolated structure from the OMol25 dataset. Energies are from ωB97M-V with the def2-TZVPD basis set.

Results
- net charge = -2
- frontier orbital gap (eV) = 6.65
- HOMO level (eV) = -2.840
- DFT total energy (eV) = -192277.11764

Last column: Löwdin charge in e.
Positions of all 87 atoms, in Å:
1 Ga -0.61153 0.41024 -0.58262  0.17
2 O -0.40202 0.52155 1.58792  -0.06
3 C 0.92606 0.74806 2.10250  -0.27
4 C 1.87442 0.40690 0.92061  -0.55
5 O 3.07899 0.52094 1.10322  0.07
6 O 1.28408 -0.04734 -0.13241  -0.02
7 C 1.11813 -0.28194 3.22541  -0.11
8 C 1.54175 -1.57881 2.93639  0.01
9 C 1.63322 -2.53544 3.93934  -0.08
10 C 1.29581 -2.21105 5.24951  -0.11
11 C 0.85552 -0.92473 5.54337  -0.09
12 C 0.76874 0.02977 4.53558  -0.03
13 C 1.16756 2.17848 2.56668  -0.14
14 C 2.33856 2.47759 3.27058  -0.04
15 C 2.58380 3.76700 3.71190  -0.09
16 C 1.66300 4.78397 3.45405  -0.10
17 C 0.51257 4.49338 2.74087  -0.07
18 C 0.26407 3.19452 2.29922  -0.02
19 H -1.09601 1.06942 1.99074  0.06
20 H 1.79117 -1.84670 1.91299  0.12
21 H 1.96685 -3.53917 3.69384  0.10
22 H 1.37240 -2.95555 6.03424  0.09
23 H 0.57697 -0.66229 6.55919  0.09
24 H 0.42948 1.03417 4.77279  0.12
25 H 3.06324 1.69094 3.44882  0.12
26 H 3.50039 3.98315 4.25001  0.09
27 H 1.85845 5.79660 3.78961  0.09
28 H -0.18961 5.27750 2.48142  0.11
29 H -0.61805 3.01594 1.69310  0.08
30 O 0.22207 4.61933 -0.44397  0.02
31 C 0.63656 3.52060 -0.82852  -0.56
32 O 0.10671 2.37928 -0.63948  -0.09
33 C 1.91880 3.51486 -1.65320  -0.08
34 C 2.57011 2.32659 -1.95194  0.03
35 C 3.76426 2.34150 -2.65737  0.02
36 C 4.28485 3.55435 -3.06401  -0.16
37 C 3.65147 4.75428 -2.78600  -0.01
38 C 2.46610 4.72507 -2.07499  -0.01
39 N 5.56934 3.57793 -3.80146  -0.36
40 O 6.04577 4.65940 -4.10209  0.04
41 O 6.10430 2.51765 -4.05790  0.05
42 H 2.14544 1.39311 -1.60567  0.09
43 H 4.29312 1.42828 -2.88344  0.12
44 H 4.09194 5.68067 -3.12282  0.11
45 H 1.93646 5.63488 -1.82055  0.11
46 O -2.91104 -2.53798 -0.70206  0.01
47 C -1.71404 -2.49193 -0.40100  -0.54
48 O -0.98866 -1.47656 -0.15188  -0.04
49 C -0.93982 -3.78642 -0.23902  -0.10
50 C 0.44331 -3.75264 -0.15243  -0.01
51 C 1.19769 -4.92814 -0.03237  0.01
52 C 0.49659 -6.10334 0.00820  -0.23
53 O 0.99519 -7.38273 0.13107  0.01
54 C -0.13654 -8.25384 0.06097  -0.15
55 O -1.31198 -7.44993 -0.01051  0.01
56 C -0.87534 -6.13839 -0.07507  -0.21
57 C -1.63074 -5.00465 -0.20500  0.07
58 H 0.93235 -2.78298 -0.18136  0.11
59 H 2.28130 -4.91201 0.02147  0.12
60 H -0.17097 -8.87383 0.95273  0.12
61 H -0.06428 -8.87754 -0.82775  0.12
62 H -2.71221 -5.01276 -0.29034  0.13
63 F -0.43598 -0.12412 -6.69882  0.01
64 C -0.48231 -0.02028 -5.34015  -0.31
65 C -1.55170 0.62390 -4.75781  -0.03
66 C -1.58621 0.72545 -3.36473  -0.10
67 C -0.58124 0.18551 -2.55844  -0.17
68 C 0.48038 -0.45422 -3.20839  -0.09
69 C 0.54402 -0.56272 -4.60017  -0.03
70 H -2.33468 1.04181 -5.38073  0.11
71 H -2.41581 1.24866 -2.89584  0.06
72 H 1.28668 -0.88621 -2.61840  0.10
73 H 1.37533 -1.04697 -5.10262  0.10
74 C -4.79394 -0.97122 1.00156  -0.23
75 Si -4.66944 0.45414 -0.18520  0.08
76 C -6.05520 1.64629 0.22381  -0.26
77 C -4.92169 -0.17457 -1.91537  -0.23
78 Se -2.77964 1.64715 0.02202  0.55
79 H -5.74497 -1.51807 0.88427  0.03
80 H -4.72104 -0.60161 2.03303  0.02
81 H -3.96433 -1.66371 0.80966  0.00
82 H -7.04367 1.18294 0.07831  0.02
83 H -5.98894 2.54579 -0.40433  0.02
84 H -5.96692 1.96229 1.27376  0.02
85 H -5.94358 -0.56140 -2.05432  0.02
86 H -4.20494 -0.98399 -2.11016  0.02
87 H -4.74628 0.62601 -2.64199  0.02